C38H76O38Rb2 | ωB97M-V with the def2-TZVPD basis set

The geometry in XYZ format:
```
154
Properties=species:S:1:pos:R:3:forces:R:3:mulliken_charge:R:1
Rb -20.8838 45.8606 3.8506 0.3 -0.4 0.3 1.12
Rb -18.1304 43.7394 0.2160 -0.2 -0.3 0.5 1.09
O -20.4506 38.7004 9.1685 -0.1 -0.2 0.0 -0.60
O -24.4843 43.9620 4.8620 0.1 -0.8 -0.1 -0.46
O -19.7382 43.4987 2.5633 0.1 0.8 0.2 -0.87
O -23.9285 45.9979 4.0687 0.3 0.0 -0.2 -0.52
O -16.4605 45.6575 1.5570 0.1 0.0 0.0 -0.64
O -21.3408 37.4389 2.6978 0.0 0.0 0.2 -0.54
O -15.7533 42.4230 1.6067 -0.5 0.2 -0.3 -0.46
O -21.7309 47.2988 0.9174 -0.8 -0.4 0.3 -0.01
O -18.3620 41.3452 -1.3305 0.0 0.5 0.2 -0.44
O -21.0810 48.4402 8.1031 0.0 0.0 0.4 -0.40
O -16.8246 39.8107 8.8291 0.1 -0.3 0.1 -0.34
O -14.7344 41.1111 3.1215 0.1 -0.3 -0.2 -0.42
O -16.8684 45.9619 10.3146 0.3 -0.3 0.6 -0.35
O -16.7629 44.3609 8.8824 0.2 -0.1 -0.3 -0.41
O -23.9615 40.3790 2.5869 -0.3 0.4 0.1 -0.35
O -19.1763 37.8553 3.2014 0.2 0.1 -0.2 -0.45
O -26.0372 45.1932 4.0799 -0.2 -0.2 -0.1 -0.41
O -23.3006 48.7666 0.8345 -0.2 -0.2 0.3 -0.22
O -14.0127 41.0829 1.0930 0.2 -0.3 0.3 -0.39
O -17.2748 47.7508 1.5522 -0.1 0.4 0.2 -0.35
O -21.3502 43.4983 -0.8470 0.8 0.2 -0.2 -0.32
O -15.1868 40.5588 10.0108 -0.2 -0.4 -0.2 -0.38
O -25.0148 40.4851 0.7098 -0.2 0.0 0.6 -0.33
O -15.3514 41.2187 7.8596 0.4 -0.2 -0.6 -0.49
O -23.1160 39.2824 0.8038 0.2 -0.2 -0.1 -0.58
O -21.9316 39.3797 10.7259 -0.7 0.1 0.1 -0.35
O -17.0175 46.4755 8.1343 0.0 0.1 0.0 -0.59
O -22.7533 42.1360 -1.9785 -0.1 -0.1 0.1 -0.30
O -17.4122 46.6171 3.3706 0.1 0.2 0.1 -0.30
O -21.3183 46.9593 6.4234 0.0 0.1 0.0 -0.45
O -19.9772 43.4822 5.6831 -0.3 0.3 -0.6 -0.18
O -20.6948 46.3661 8.5052 -0.1 -0.2 0.2 -0.38
O -19.6380 36.9236 1.3155 0.2 0.0 0.2 -0.37
O -23.3423 42.8781 -0.0302 -0.1 -0.5 -0.5 -0.32
O -21.7648 40.5100 8.9040 0.1 -0.1 0.2 -0.38
O -21.4417 49.0839 -0.4096 0.1 0.2 -0.3 -0.59
O -17.9771 39.3458 -2.1695 0.1 0.4 -0.3 -0.41
O -19.4307 39.5175 -0.5265 0.2 -0.1 0.0 -0.10
C -19.9709 40.1819 0.6244 0.0 0.4 0.6 0.55
C -18.3506 37.9800 -2.2436 -0.5 -0.6 0.5 -0.55
C -26.4952 46.2935 3.3231 -0.2 0.4 -1.1 -0.68
C -20.1693 37.4272 2.4364 0.1 -0.5 -0.2 0.90
C -23.7609 50.0953 0.5949 0.0 0.2 0.1 -0.74
C -24.7301 45.1260 4.3031 0.1 0.0 0.3 0.82
C -21.8000 38.1700 11.4648 0.5 -0.1 0.3 -0.67
C -19.6518 42.4303 3.4215 0.1 -1.1 -1.2 2.23
C -13.8580 41.0335 10.0917 0.8 0.2 0.2 -0.68
C -13.8401 41.7048 -0.1669 0.5 0.0 -0.5 -0.60
C -21.0501 47.2188 7.5772 0.0 -0.2 -0.2 0.48
C -16.8296 47.3439 10.6493 0.4 0.2 -0.2 -0.62
C -19.5688 38.5442 4.3844 -0.6 0.3 0.2 0.32
C -21.3964 49.4888 7.2060 0.4 0.3 -0.5 -0.66
C -23.1380 43.7113 5.3063 0.1 1.0 0.8 0.72
C -23.9452 39.9798 1.3288 -0.1 0.0 -0.3 0.75
C -15.7624 41.3633 4.0817 -0.8 0.1 0.0 0.34
C -20.5763 44.9842 8.0971 0.0 -0.1 -0.5 0.42
C -20.6610 46.5460 0.3496 0.4 0.8 -0.1 -0.46
C -16.8934 45.6675 9.0234 0.0 0.4 -0.4 0.85
C -25.2373 40.0587 -0.6206 0.6 -0.3 -0.8 -0.56
C -21.7584 41.9716 -2.9677 0.6 -0.1 -1.1 -0.44
C -21.2004 40.6914 7.6189 0.0 0.6 -1.5 0.48
C -22.9318 43.2971 1.2598 0.7 0.4 1.2 -0.47
C -14.9237 41.6068 1.9109 0.3 0.2 0.3 0.68
C -15.7343 40.5634 8.7871 -0.3 0.5 0.7 0.77
C -19.2940 42.5813 4.9112 -0.1 0.6 0.8 0.91
C -20.5742 36.2507 0.4883 -0.4 0.3 -0.8 -0.59
C -17.5480 39.6891 7.6101 0.0 0.3 -0.7 -0.18
C -22.1011 48.4514 0.3672 0.4 0.0 -0.2 0.50
C -16.9924 46.5830 2.1257 -0.1 -0.1 -0.3 0.83
C -22.9983 39.8411 3.5113 -0.2 0.5 -0.3 0.40
C -18.5980 40.1678 -1.3225 0.2 -0.7 0.1 0.44
C -22.3806 42.8938 -0.9480 -0.6 0.0 0.5 0.75
C -17.0722 45.4804 4.1875 -0.7 -0.8 0.0 -0.34
C -17.1650 43.8381 7.5920 -0.8 -0.6 0.6 0.48
C -21.3072 39.4511 9.5613 0.4 0.0 0.0 0.79
C -16.8539 47.9239 0.2047 0.0 0.3 -0.1 -0.57
H -15.9681 47.8301 10.1857 -0.2 0.0 -0.2 0.30
H -16.6595 47.3992 11.7203 -0.4 -0.1 0.1 0.23
H -20.9748 35.3708 0.9830 -0.1 0.0 0.0 0.39
H -17.3347 45.7576 5.2030 0.3 0.2 0.0 0.12
H -21.7846 37.3040 10.8071 0.0 0.0 0.0 0.32
H -19.4005 41.5514 5.3510 0.1 -0.2 -0.3 -1.01
H -17.6757 40.6639 7.1299 -0.2 0.0 0.2 -0.12
H -19.7270 44.8379 7.4347 0.2 0.0 0.2 0.00
H -15.7842 47.7626 0.0850 -0.1 -0.3 0.0 0.30
H -18.8701 41.7030 3.0433 0.1 0.0 0.2 -1.46
H -22.0094 39.7979 3.0713 -0.1 -0.2 -0.2 -0.35
H -21.5053 39.9274 6.8963 -0.1 -0.3 0.4 0.30
H -17.6878 37.5146 -2.9625 0.0 0.1 -0.1 0.32
H -22.9704 40.5684 4.3184 -0.1 -0.2 0.2 -0.17
H -17.7543 47.8219 10.3370 0.0 0.2 0.1 0.24
H -20.5633 41.7775 3.3113 -0.2 0.2 0.4 -0.84
H -20.1146 40.7480 7.5670 0.0 0.0 0.5 -0.34
H -23.1157 42.7771 5.8520 -0.2 -0.2 -0.3 -0.01
H -20.4861 45.8067 1.1225 0.4 -0.5 -0.4 -0.25
H -18.6553 38.7384 4.9316 0.0 0.0 0.1 -0.02
H -23.4817 50.4468 -0.3948 0.0 -0.1 0.0 0.33
H -20.0632 39.4867 4.1357 0.3 0.1 -0.1 -0.39
H -20.0614 35.9834 -0.4343 0.3 -0.2 0.2 0.20
H -21.4039 44.6414 7.4786 -0.2 0.3 0.2 -0.25
H -18.4999 39.2350 7.8609 0.0 0.0 0.0 0.25
H -16.7432 41.4101 3.6020 0.1 -0.1 0.0 -0.32
H -14.6867 42.3453 -0.3883 0.1 0.0 -0.2 0.27
H -13.6901 41.9552 9.5382 -0.3 0.0 0.0 0.30
H -13.7001 40.9302 -0.9211 -0.4 -0.1 0.1 0.24
H -12.8924 42.2499 -0.1767 -0.2 0.3 0.3 0.25
H -19.3681 39.9982 1.5185 0.2 -0.3 -0.3 -0.11
H -21.2162 50.4134 7.7450 -0.2 0.0 0.1 0.23
H -18.2716 37.4797 -1.2762 0.3 0.1 0.0 0.18
H -13.1455 40.2845 9.7332 -0.2 0.0 -0.1 0.30
H -20.5290 44.4109 9.0152 0.2 0.0 0.0 0.28
H -23.3613 38.8680 3.8229 0.3 -0.1 0.2 0.45
H -20.2919 37.9669 4.9615 0.2 -0.2 0.1 0.39
H -25.8680 47.1739 3.4452 -0.2 0.0 0.4 0.31
H -13.6426 41.1968 11.1450 -0.2 0.1 0.0 0.25
H -24.8397 50.0701 0.7093 0.0 -0.1 -0.1 0.21
H -17.6671 44.5944 7.0135 0.0 0.2 -0.2 -0.50
H -26.2847 40.2265 -0.8413 -0.1 0.1 0.1 0.27
H -20.8850 38.2078 12.0587 0.0 -0.1 -0.1 0.28
H -17.0529 48.9658 -0.0352 -0.1 0.0 0.1 0.25
H -22.4225 49.4280 6.8501 0.0 0.0 0.1 0.29
H -18.1846 42.7743 4.9511 -0.1 0.0 -0.1 -0.64
H -26.4846 46.0775 2.2452 0.2 -0.3 0.2 0.26
H -19.3965 37.8714 -2.5415 0.1 0.1 -0.2 0.26
H -20.7147 49.4651 6.3529 -0.1 0.0 0.0 0.28
H -20.9115 46.1121 -0.6175 -0.4 -0.2 0.2 0.30
H -21.3747 36.9268 0.1784 -0.1 -0.1 0.4 0.19
H -21.5040 42.9156 -3.4526 0.1 0.1 0.3 0.29
H -22.6405 38.1165 12.1497 -0.1 0.1 -0.1 0.24
H -16.0318 45.2015 4.0512 0.1 0.2 0.1 0.42
H -16.3600 43.3568 7.0484 0.3 0.2 0.2 0.42
H -17.4465 47.2916 -0.4562 0.2 -0.1 -0.1 0.19
H -24.9750 39.0087 -0.7687 -0.2 0.0 0.3 0.29
H -15.6294 42.3136 4.5948 0.3 0.0 0.0 0.16
H -22.8985 44.5029 6.0206 0.2 -0.1 -0.1 0.17
H -21.5846 41.6321 7.2310 0.1 0.1 0.2 -0.14
H -17.7106 44.6308 3.9170 0.1 0.1 -0.2 0.16
H -17.0036 39.0865 6.8766 0.1 -0.2 0.3 0.38
H -22.3785 43.7327 4.5338 -0.2 -0.4 -0.3 -0.58
H -19.8022 47.2021 0.1786 0.0 -0.1 0.3 0.56
H -22.7442 44.3719 1.3080 -0.2 0.0 -0.2 0.23
H -23.3484 50.7580 1.3569 0.1 0.0 -0.1 0.30
H -24.5990 40.6010 -1.3223 -0.2 0.3 0.2 0.12
H -23.6950 43.0227 1.9845 -0.3 0.0 -0.3 0.22
H -20.9596 39.7563 0.7665 -0.1 0.2 0.0 -0.35
H -27.5419 46.4584 3.5594 0.1 0.1 0.4 0.26
H -22.1383 41.3245 -3.7580 -0.4 0.0 0.3 0.27
H -17.9081 43.0890 7.8691 0.0 -0.1 -0.4 -0.08
H -19.9662 41.2680 0.5215 -0.4 -0.1 -0.3 0.01
H -20.8515 41.5008 -2.5885 0.0 0.2 0.3 -0.01
H -21.9976 42.8299 1.5938 0.0 0.0 -0.3 0.33
H -15.7447 40.5288 4.7740 0.2 0.1 0.2 0.19
```
Positions in Å, forces in eV/Å.

Calculated values
LUMO energy = -0.0011 Ha
frontier orbital gap = 6.04 eV

***

C38H78BrN5O13P | ωB97M-V with the def2-TZVPD basis set

The geometry in XYZ format:
```
136
Properties=species:S:1:pos:R:3:forces:R:3:mulliken_charge:R:1
Br 6.3516 6.7095 -0.9195 -1.7 -1.6 -0.2 -0.09
P 2.0102 3.3216 -2.1401 -8.0 3.6 -1.0 0.82
O 6.5017 -4.7966 0.4615 0.0 0.0 -0.5 -0.34
O -10.7525 -5.6663 1.9541 0.3 0.4 0.3 -0.37
O 2.7592 3.6829 -3.6702 0.3 -2.7 3.8 -0.44
O 3.5190 6.4249 -1.4435 7.9 -5.5 2.2 -0.44
O -9.0121 0.7434 -0.5468 -0.3 0.4 0.2 -0.25
O 9.8128 -3.1551 3.4842 -1.2 -0.2 -2.3 -0.41
O 0.3790 2.2465 -7.3572 0.6 -0.1 0.2 -0.40
O 2.7419 0.7491 -8.3281 -0.5 0.1 0.0 -0.39
O 0.7368 4.3054 -2.0336 5.8 -4.1 -0.4 -0.63
O 4.5892 -5.6086 -1.6483 0.0 0.4 0.5 -0.37
O 1.3426 1.6880 -2.0437 3.3 2.5 0.8 -0.52
O -8.4941 -3.7708 1.6799 -0.3 -0.3 -0.3 -0.38
O -11.7134 1.9331 -0.3109 0.3 -0.5 0.0 -0.39
N 2.1635 3.4412 2.7703 -4.7 -1.1 1.1 -0.05
N 3.0932 3.6461 -0.7132 0.5 -1.0 -2.1 0.40
N 1.0746 3.0804 0.7594 2.7 0.4 3.0 -0.36
N 3.1604 3.7624 1.8303 -3.4 -0.5 -2.4 0.60
N -4.5211 0.7383 1.8915 -2.4 -4.0 -3.2 0.26
C 2.2026 3.4441 4.2821 0.0 -0.9 1.6 -0.90
C -12.0467 1.3126 -1.5486 0.0 0.2 0.0 -0.70
C -2.9746 2.9020 1.8746 0.3 -0.3 -0.3 -0.50
C 7.9275 0.1589 2.8993 -1.3 -0.6 -0.5 -0.37
C 7.4553 1.9328 0.8400 0.1 0.1 0.3 -0.44
C 7.1344 -6.0629 0.3132 0.0 -0.1 0.1 -0.90
C 7.0028 3.0806 1.9634 0.3 0.0 0.2 -0.55
C 4.6262 5.6896 -1.1513 -6.8 4.1 -1.8 0.40
C -10.8430 -4.2541 2.1687 0.1 -0.3 -0.6 -0.68
C 5.4617 2.8810 2.5091 -0.4 -0.5 -0.5 0.02
C -4.6544 -1.4709 0.3170 -1.7 5.9 4.0 -0.76
C 1.9609 -0.4389 -8.2615 0.1 0.0 0.0 -0.73
C 6.3342 -4.1226 -0.7899 -0.4 -0.1 0.4 -0.30
C 0.7667 1.9103 -6.0288 -0.3 0.0 -0.2 -0.73
C -9.8434 -3.4909 1.2935 0.1 -0.1 0.6 0.05
C 3.8203 -6.2570 -0.6402 0.0 -0.1 -0.2 -0.68
C 1.4546 2.8201 -8.1070 -0.4 -0.4 -0.4 -0.39
C 4.8978 -4.2533 -1.3069 0.4 -0.5 -0.3 -0.63
C -11.1464 1.0090 0.6234 0.2 0.6 0.0 -0.68
C 2.5036 3.5104 0.5074 -2.5 -0.3 5.5 -0.03
C -6.1649 -0.9232 0.6471 4.3 2.3 1.9 -0.02
C 9.1860 -4.3789 2.9299 -0.1 -1.2 0.0 -0.26
C 7.2558 0.3976 1.4010 0.7 0.3 0.0 -0.46
C 4.5106 4.2348 2.2849 2.3 -0.2 1.0 -0.94
C -7.8683 -4.7105 0.8118 0.1 0.1 0.2 -0.83
C 7.9588 -1.4844 3.1338 0.3 1.2 -0.9 -0.26
C -3.7631 -0.3433 1.1292 -1.3 -1.9 -1.3 -0.07
C 9.4407 -2.0027 2.6436 -0.2 0.0 0.6 -0.37
C -10.0183 -6.3233 2.9812 0.0 0.0 -0.1 -0.68
C -9.6214 1.1443 0.6847 -0.2 -0.5 -0.4 -0.41
C -1.8347 3.5889 2.8349 -0.9 0.0 0.7 -0.57
C 4.5090 4.0245 -1.0446 2.0 0.8 0.1 -0.11
C -0.5751 2.5551 3.0162 0.4 -0.3 0.2 -0.38
C 0.8003 3.0066 2.2454 6.4 1.9 -4.7 0.01
C -8.6412 1.8556 -1.3538 0.0 -0.1 0.0 -0.83
C -5.9823 0.4096 1.6325 0.9 -3.2 -2.6 -0.31
C -3.9969 1.9090 2.7272 -0.2 0.1 0.0 -0.47
C 2.0836 1.7925 -9.0536 0.3 0.2 0.5 -0.47
H -7.1618 -1.4042 0.2442 2.2 1.4 1.2 0.19
H 7.0547 -4.4907 -1.5306 -0.2 0.0 0.0 0.38
H 8.6850 -4.9898 3.8117 1.1 1.3 -1.8 0.26
H 4.1790 -3.8604 -0.5774 0.1 -0.1 0.0 0.31
H 7.1382 4.1547 1.4793 -0.4 -2.2 1.0 0.30
H 5.0705 4.9559 1.5229 -1.8 -1.6 1.3 0.10
H 9.4562 -2.3156 1.5108 -0.2 0.6 2.1 0.22
H 6.8384 2.0080 -0.1599 1.0 0.1 1.9 0.08
H -3.5045 1.4347 3.6803 -0.7 1.1 -1.8 0.23
H -11.2384 0.6737 -1.9168 0.0 0.0 0.1 0.29
H -12.9584 0.7207 -1.4290 0.0 -0.1 -0.1 0.32
H -0.0023 1.2608 -5.6012 0.0 0.1 -0.1 0.28
H 4.4685 4.8539 3.3049 -0.4 -1.4 -2.4 0.40
H 7.7404 -0.3707 0.6344 -1.0 1.7 1.6 0.28
H -3.5906 3.7327 1.3123 1.2 -1.8 1.2 0.30
H 7.6910 -1.7454 4.2448 0.9 0.3 -2.2 0.34
H -9.3269 2.1669 0.9508 -0.1 0.0 -0.1 0.41
H 8.5761 2.1897 0.5471 -2.3 -0.8 0.7 0.36
H 2.2088 3.2545 -7.4393 0.0 -0.1 -0.1 0.19
H 1.6442 1.2550 -1.1886 -0.5 0.7 -1.3 0.35
H 4.8557 3.6399 -2.1204 -1.2 0.8 2.4 0.52
H 8.3578 -4.1729 2.1254 1.5 -0.1 1.6 -0.07
H 4.7995 -3.6633 -2.2238 0.0 0.0 0.0 0.40
H -4.2994 -2.3834 -0.3353 -0.7 2.3 1.6 0.28
H -11.8548 -3.9548 1.8851 0.0 0.0 0.0 0.37
H -10.6322 -6.3997 3.8835 0.1 0.0 0.1 0.32
H -0.3976 2.4060 4.1731 0.1 0.3 -2.5 0.42
H 9.0046 0.6401 2.9767 -2.3 -1.0 -0.1 0.28
H 3.1931 3.8471 4.7564 -2.0 -0.6 -1.1 0.33
H -10.0000 -3.7131 0.2308 0.0 -0.1 0.1 0.36
H -2.4173 2.2399 1.0784 -1.2 1.4 1.4 0.24
H -6.9017 1.0115 2.0346 2.4 -1.1 -0.7 0.18
H 5.3262 3.5763 -0.2984 -2.0 1.1 -1.4 -0.34
H -4.9275 2.5518 3.0759 1.9 -1.6 -0.8 0.25
H -2.5789 -0.4335 1.0952 -2.8 0.7 0.4 0.16
H 6.6976 -6.6440 -0.5061 0.0 0.1 0.1 0.45
H 1.9903 -0.9552 -9.2255 -0.1 -0.1 0.0 0.33
H 7.7407 3.0561 2.8991 -1.6 -0.1 -2.2 0.37
H 4.2264 -6.0815 0.3606 0.0 0.0 -0.1 0.28
H -7.6024 -4.2208 -0.1291 0.0 -0.1 -0.1 0.33
H 6.5461 -3.0657 -0.6114 0.0 0.1 0.0 0.21
H -9.0859 -5.7987 3.2160 -0.1 0.0 0.0 0.28
H 10.0089 -5.0661 2.4128 -1.6 1.5 1.2 0.26
H 1.7228 1.3789 -6.0037 0.0 0.0 -0.1 0.29
H -7.7408 2.3243 -0.9460 0.0 0.1 0.0 0.27
H 6.1090 0.1382 1.4485 2.2 0.5 0.0 0.16
H 2.3916 -1.0921 -7.4995 0.1 0.1 -0.1 0.24
H 7.1895 0.6388 3.6893 1.7 -0.8 -1.5 0.06
H -9.9998 -2.4169 1.4367 0.0 0.0 0.0 -0.03
H 2.7857 -5.9056 -0.6844 -0.1 0.0 0.1 0.32
H 3.4198 2.9673 -3.9054 -0.9 0.9 0.0 0.34
H 5.4074 2.4890 3.6348 0.2 1.1 -2.4 0.31
H 2.8480 2.2924 -9.6533 0.0 0.0 0.0 0.37
H 0.8348 2.8193 -5.4248 0.0 0.0 0.1 0.37
H 3.8350 -7.3327 -0.8366 0.0 0.2 -0.1 0.25
H -8.4238 1.4933 -2.3609 0.0 -0.1 0.2 0.26
H -9.2423 0.4731 1.4590 0.0 -0.1 0.1 0.35
H 8.2042 -5.9228 0.1325 0.0 -0.1 -0.1 0.32
H -8.5115 -5.5722 0.6096 0.0 0.1 0.0 0.39
H 1.0291 3.6332 -8.7040 0.0 0.0 0.0 0.39
H -11.5606 1.2550 1.6065 0.0 0.0 0.0 0.39
H -1.5311 4.6816 2.5074 -0.5 -2.5 0.4 0.36
H -10.7040 -4.0111 3.2293 0.1 0.0 -0.1 0.36
H -2.3271 3.7109 3.9137 1.2 -0.2 -2.2 0.34
H -0.8764 1.4905 2.5909 0.8 2.3 0.7 0.26
H 4.9447 2.0234 1.8645 1.1 1.8 1.3 0.11
H 7.1444 -1.9472 2.4227 1.5 0.8 1.5 0.08
H 1.2365 3.9970 4.7132 2.5 -0.8 -1.1 0.33
H 7.0051 -6.6235 1.2415 0.0 0.2 0.0 0.27
H -11.4415 -0.0200 0.3838 0.1 0.1 0.0 0.33
H -12.2317 2.0979 -2.2868 0.0 0.0 0.2 0.25
H 2.0677 2.3077 4.6216 0.6 2.5 -0.7 0.30
H 0.9207 -0.2290 -7.9901 0.1 0.0 -0.1 0.32
H -9.7711 -7.3302 2.6379 -0.1 0.1 0.0 0.25
H -6.9535 -5.0662 1.2939 -0.1 0.2 0.0 0.26
H 10.2499 -1.1481 2.7769 -1.7 -1.9 0.0 0.30
H -9.4435 2.5985 -1.4186 0.1 -0.1 0.1 0.38
H 1.3345 1.3781 -9.7394 0.0 0.1 0.2 0.31
```
Positions in Å, forces in eV/Å.

Calculated values
LUMO energy = -0.1343 Ha
charge = +1
frontier orbital gap = 5.44 eV